No. 1
Formula: CH2O3S
Source: OMol25
Level of theory: the ωB97M-V functional and the def2-TZVPD basis

* energy relative to the best compared isomer or geometry (same formula, charge and spin): 7.5 kcal/mol
* HOMO energy: -10.77 eV
* total energy: -663.16092 Eh
* lowest unoccupied orbital energy: -1.1 eV
* orbital gap: 9.7 eV
* maximum force: 2.485 eV/Å

Structure (XYZ):
```
7
Properties=species:S:1:pos:R:3:nbo_charge:R:1
S -0.987 1.411 -0.648 1.673
O 0.233 -0.131 1.623 -0.515
O -2.157 0.634 -0.935 -0.829
O 0.026 1.045 -1.595 -0.855
C 0.815 -0.788 0.778 0.277
H 0.983 -1.809 0.937 0.117
H 1.086 -0.362 -0.160 0.132
```

=====

No. 2
Formula: CH2O3S
Source: OMol25
Level of theory: the ωB97M-V functional and the def2-TZVPD basis

* energy relative to the best compared isomer or geometry (same formula, charge and spin): 9.4 kcal/mol
* HOMO energy: -9.76 eV
* total energy: -663.15792 Eh
* lowest unoccupied orbital energy: -1.5 eV
* orbital gap: 8.2 eV
* maximum force: 2.692 eV/Å

Structure (XYZ):
```
7
Properties=species:S:1:pos:R:3:nbo_charge:R:1
S -3.257 -0.240 -0.472 1.671
O -3.596 0.436 0.728 -0.824
O -1.929 -0.822 -0.471 -0.831
O -0.340 1.510 0.109 -0.522
C -0.491 0.639 0.887 0.296
H 0.314 -0.125 0.982 0.091
H -1.407 0.366 1.423 0.119
```

=====

No. 3
Formula: CH2O3S2
Source: OMol25
Level of theory: the ωB97M-V functional and the def2-TZVPD basis

* energy relative to the best compared isomer or geometry (same formula, charge and spin): 31.7 kcal/mol
* HOMO energy: -9.52 eV
* total energy: -1061.32311 Eh
* lowest unoccupied orbital energy: 0.1 eV
* orbital gap: 9.6 eV
* maximum force: 3.584 eV/Å

Structure (XYZ):
```
8
Properties=species:S:1:pos:R:3:nbo_charge:R:1
S -1.072 1.212 0.012 -0.043
S 1.605 -0.401 -0.182 1.328
O 0.520 -0.715 1.158 -0.614
O -0.961 -1.451 -0.539 -0.703
O 2.016 0.990 -0.199 -0.899
C -0.215 -0.423 0.103 0.265
H -0.081 1.812 0.651 0.169
H -1.810 -1.023 -1.006 0.497
```

=====

No. 4
Formula: CH2O3S2
Source: OMol25
Level of theory: the ωB97M-V functional and the def2-TZVPD basis

* energy relative to the best compared isomer or geometry (same formula, charge and spin): 24.3 kcal/mol
* HOMO energy: -10.45 eV
* total energy: -1061.33488 Eh
* lowest unoccupied orbital energy: -0.8 eV
* orbital gap: 9.7 eV
* maximum force: 3.784 eV/Å

Structure (XYZ):
```
8
Properties=species:S:1:pos:R:3:nbo_charge:R:1
S -1.474 -0.929 -0.222 0.094
S 1.827 0.053 0.007 1.748
O 0.023 1.289 -0.171 -0.619
O 1.086 -0.141 1.190 -0.893
O 1.420 -0.897 -0.999 -0.908
C -0.922 0.632 0.211 0.235
H -0.488 -1.195 -1.021 0.173
H -1.472 1.188 1.005 0.170
```

=====

No. 5
Formula: CH2O4
Source: OMol25
Level of theory: the ωB97M-V functional and the def2-TZVPD basis

* energy relative to the best compared isomer or geometry (same formula, charge and spin): 73.4 kcal/mol
* HOMO energy: -9.66 eV
* total energy: -340.07657 Eh
* lowest unoccupied orbital energy: -0.4 eV
* orbital gap: 9.2 eV
* maximum force: 6.222 eV/Å

Structure (XYZ):
```
7
Properties=species:S:1:pos:R:3:nbo_charge:R:1
O 2.436 0.742 1.720 -0.491
O -2.315 -0.504 -0.694 -0.480
O 1.250 0.244 -0.208 -0.487
O -0.803 -0.258 -0.532 -0.507
C 1.951 0.491 0.677 1.030
H -2.295 -1.103 -1.484 0.458
H -0.225 0.388 0.521 0.477
```

=====

No. 6
Formula: CH2O4S
Source: OMol25
Level of theory: the ωB97M-V functional and the def2-TZVPD basis

* energy relative to the best compared isomer or geometry (same formula, charge and spin): 39.6 kcal/mol
* HOMO energy: -11.58 eV
* total energy: -738.38653 Eh
* lowest unoccupied orbital energy: 0.6 eV
* orbital gap: 12.2 eV
* maximum force: 2.875 eV/Å

Structure (XYZ):
```
8
Properties=species:S:1:pos:R:3:nbo_charge:R:1
S -1.721 1.706 -0.428 2.501
O -0.136 1.453 -0.705 -0.682
O -2.317 1.739 -1.735 -0.861
O -1.986 2.714 0.513 -0.860
O -1.626 0.256 0.320 -0.682
C -0.141 0.173 -0.062 0.208
H 0.118 -0.836 -0.647 0.194
H 0.525 0.122 0.800 0.183
```

=====

No. 7
Formula: CH2O4S
Source: OMol25
Level of theory: the ωB97M-V functional and the def2-TZVPD basis

* energy relative to the best compared isomer or geometry (same formula, charge and spin): 25.9 kcal/mol
* HOMO energy: -10.28 eV
* total energy: -738.40839 Eh
* lowest unoccupied orbital energy: 0.0 eV
* orbital gap: 10.3 eV
* maximum force: 4.616 eV/Å

Structure (XYZ):
```
8
Properties=species:S:1:pos:R:3:nbo_charge:R:1
S 1.474 0.451 -1.606 1.784
O 0.329 1.246 -0.384 -0.729
O -0.801 -0.480 0.405 -0.590
O 0.771 -0.024 -2.730 -0.862
O 1.641 -0.806 -0.541 -0.890
C -0.663 0.701 0.246 0.646
H -1.360 1.411 0.571 0.114
H 1.257 -1.700 -0.885 0.526
```

=====

No. 8
Formula: CH2O6S3
Source: OMol25
Level of theory: the ωB97M-V functional and the def2-TZVPD basis

* charge: -2
* energy relative to the best compared isomer or geometry (same formula, charge and spin): 47.2 kcal/mol
* HOMO energy: -0.26 eV
* total energy: -1685.27244 Eh
* lowest unoccupied orbital energy: 5.5 eV
* orbital gap: 5.7 eV
* maximum force: 3.825 eV/Å

Structure (XYZ):
```
12
Properties=species:S:1:pos:R:3:nbo_charge:R:1
S -0.924 1.007 -0.106 1.749
S 1.796 1.146 0.105 2.321
S 1.540 -1.851 -0.168 -0.085
O -1.392 -0.057 1.212 -0.960
O -1.506 2.281 0.336 -1.015
O -1.544 0.418 -1.391 -1.067
O 1.229 2.285 -0.676 -1.018
O 1.310 0.966 1.489 -1.043
O 3.248 1.163 0.090 -1.042
C 1.300 -0.355 -0.807 -0.519
H 0.872 -0.047 -1.686 0.204
H -0.710 0.354 1.715 0.475
```

=====

No. 9
Formula: CH2OPS
Source: OMol25
Level of theory: the ωB97M-V functional and the def2-TZVPD basis

* charge: -1
* energy relative to the best compared isomer or geometry (same formula, charge and spin): 40.9 kcal/mol
* HOMO energy: -1.05 eV
* total energy: -854.05470 Eh
* lowest unoccupied orbital energy: 2.7 eV
* orbital gap: 3.7 eV
* maximum force: 3.007 eV/Å

Structure (XYZ):
```
6
Properties=species:S:1:pos:R:3:nbo_charge:R:1
S -2.268 -0.798 0.178 0.001
P 2.660 -0.773 -0.351 -0.850
O -2.375 1.779 -0.541 -0.471
C -2.089 0.702 -0.218 0.447
H 1.584 0.046 -0.019 -0.065
H 2.488 -0.956 0.951 -0.062
```

=====

No. 10
Formula: CH2OS
Source: OMol25
Level of theory: the ωB97M-V functional and the def2-TZVPD basis

* energy relative to the best compared isomer or geometry (same formula, charge and spin): 19.8 kcal/mol
* HOMO energy: -9.65 eV
* total energy: -512.68296 Eh
* SMILES: O=CS
* lowest unoccupied orbital energy: 0.5 eV
* orbital gap: 10.2 eV
* maximum force: 2.958 eV/Å

Structure (XYZ):
```
5
Properties=species:S:1:pos:R:3:nbo_charge:R:1
S 0.077 0.535 -0.830 -0.048
O 0.087 -0.384 1.392 -0.540
C -0.310 -0.802 0.328 0.250
H 0.991 1.047 -0.013 0.154
H -1.056 -1.725 0.191 0.185
```